# C29H40InN3O4Si2

A structure of composition C29H40InN3O4Si2 at a distorted geometry (the ωB97M-V functional and the def2-TZVPD basis, OMol25).

XYZ file:
```
79
Properties=species:S:1:pos:R:3:lowdin_charge:R:1
In 0.2406 0.1642 0.5120 0.879
C -2.9448 0.1589 0.2757 -0.246
C -3.6064 -0.5182 -0.7194 -0.239
C -2.8970 -0.2507 -1.9231 -0.243
C -1.7624 0.5020 -1.7361 -0.233
C -1.7938 0.8619 -0.3034 -0.371
C -1.7252 2.3438 0.0270 -0.101
C -0.8749 1.0083 -2.8037 -0.021
C -3.1824 -0.9809 -3.2060 -0.057
C -4.8890 -1.2232 -0.4896 -0.041
C -3.2884 0.1773 1.7537 -0.032
H -0.8940 2.9664 -0.2016 0.028
H -2.0023 2.5214 1.1414 0.086
H -2.5564 2.8837 -0.5261 0.100
H -1.2378 0.9704 -3.7535 0.039
H 0.0830 0.4275 -2.7609 0.068
H -0.5320 1.9563 -2.5401 0.064
H -4.2914 -1.0538 -3.4647 0.083
H -2.8218 -2.0027 -3.0114 0.072
H -2.6865 -0.6568 -4.1601 0.073
H -5.0002 -2.0170 -1.1474 0.042
H -5.7145 -0.5349 -0.5592 0.075
H -4.9195 -1.6590 0.5339 0.085
H -4.1985 -0.4009 1.9795 0.065
H -3.5291 1.1484 2.1946 0.068
H -2.5253 -0.3103 2.3645 0.070
C 3.8290 -2.4094 -1.3308 -0.173
Si 2.0686 -1.7378 -1.7799 0.425
C 1.9614 -1.4339 -3.6753 -0.176
C 0.8340 -3.0246 -1.4456 -0.180
N 1.7812 -0.2311 -0.8748 -0.138
C 2.5643 0.9231 -1.0911 -0.295
C 3.4919 1.0007 -2.0873 -0.110
C 4.1657 2.2156 -2.4299 -0.142
C 3.8585 3.3688 -1.7434 -0.165
C 2.9582 3.3403 -0.6609 -0.092
C 2.2478 2.1711 -0.3238 -0.297
N 1.3529 1.9718 0.6807 -0.134
Si 1.3453 3.2413 1.8239 0.371
C 0.7416 5.0059 1.2875 -0.160
C 0.2542 2.6761 3.2369 -0.164
C 2.9474 3.5210 2.6369 -0.175
H 4.4176 -1.4208 -1.3449 0.035
H 4.2464 -3.1164 -2.0401 0.002
H 3.8704 -2.8504 -0.3222 0.023
H 2.4747 -0.5215 -4.0273 0.018
H 0.8930 -1.2428 -3.7386 -0.001
H 2.3063 -2.2706 -4.3115 0.028
H 1.1390 -4.0509 -1.6789 0.045
H -0.1832 -2.8224 -1.8172 0.030
H 0.6259 -3.1979 -0.3644 0.028
H 3.7019 0.1038 -2.6616 0.051
H 4.8653 2.2147 -3.3042 0.089
H 4.4701 4.2838 -1.9585 0.093
H 2.8516 4.3099 -0.2071 0.062
H 1.2050 5.6313 0.5520 0.005
H 0.6302 5.5566 2.2581 0.034
H -0.2582 4.9015 0.9784 -0.020
H 0.3281 3.4199 4.0371 0.022
H 0.3383 1.6133 3.4871 0.018
H -0.8697 2.6368 3.0238 0.036
H 3.7654 3.9582 2.0359 0.038
H 3.3164 2.5577 2.8723 0.025
H 2.8030 4.0722 3.5628 0.028
O -3.0593 -6.0680 2.5911 -0.089
C -2.0092 -5.6479 3.1537 -0.690
O -1.2690 -6.2113 3.9842 -0.054
C -1.4553 -4.3492 2.5066 -0.084
C -1.8468 -3.9731 1.2004 -0.004
C -1.4196 -2.7532 0.6765 -0.155
N -0.5934 -1.8881 1.2927 0.035
C -0.1681 -2.2931 2.4837 -0.175
C -0.5672 -3.4445 3.1542 0.063
C 0.8852 -1.3436 3.1412 -0.615
O 1.5213 -1.7060 4.0933 0.064
O 1.0515 -0.2983 2.4485 -0.099
H -2.6429 -4.6336 0.7288 0.130
H -1.8543 -2.4924 -0.3905 0.143
H -0.3626 -3.7448 4.2052 0.136
```

Frontier orbital gap (eV): 6.3
ΔE to the lowest compared entry with this formula, charge and spin (kcal/mol): 68.1
Charge: -2
F_max (eV Å⁻¹): 4.153